Entry 1:
Formula: C39H35AsI2N2NiOP
Source: the Open Molecules 2025 dataset
Level of theory: ωB97M-V with the def2-TZVPD basis set

M = 966.119 g mol⁻¹
ΔE to the lowest compared entry with this formula, charge and spin = 0.000 eV
2S+1 = 3
Total charge = +1
E = -173401.5738 eV
HOMO-LUMO gap (alpha / beta) = 7.61 / 6.60 eV

Last column: Mulliken spin population.
Cartesian coordinates (Å):
Ni  11.72879  5.78793  10.23776  1.6787
I  16.33135  10.92124  13.50051  0.0000
C  15.27750  9.50042  12.39705  0.0003
C  15.67250  9.20261  10.97044  0.0001
C  15.32376  7.40185  9.74790  0.0065
I  15.94987  6.97673  7.73703  0.0012
C  14.27297  6.48841  10.42365  -0.0156
O  13.63817  5.51305  9.76682  0.0395
C  13.68168  7.57518  12.27754  0.0093
C  12.45779  7.09132  13.06135  0.0000
N  11.69500  6.05184  12.33141  0.0835
C  10.26866  5.98353  12.72934  0.0036
C  9.33681  5.77733  11.56052  0.0034
C  7.96571  5.78290  11.83516  0.0016
C  7.09114  5.65941  10.77655  -0.0004
C  7.60544  5.49383  9.46229  0.0007
C  8.97874  5.40880  9.29069  0.0007
N  9.83368  5.53719  10.33374  0.0185
C  14.32255  8.73852  12.98783  0.0042
H  16.16434  10.04860  10.48600  0.0001
H  11.77507  7.92058  13.28498  0.0037
H  12.79862  6.67924  14.03674  -0.0012
H  12.10701  5.15366  12.58621  -0.0076
H  9.99750  6.94248  13.23441  0.0038
H  10.12064  5.15640  13.45795  0.0028
H  7.64444  5.87791  12.86010  0.0005
H  6.02197  5.65577  10.94598  0.0000
H  6.94595  5.42140  8.60372  0.0000
H  9.43112  5.27183  8.31961  0.0038
H  13.97146  8.92108  13.98855  0.0000
C  11.38796  10.01976  10.26227  0.0219
C  11.57045  10.61012  11.66870  0.0092
As  11.81562  12.60708  11.88654  0.0011
C  13.22565  12.88052  10.51954  -0.0003
C  13.04716  12.76974  9.13177  0.0039
C  14.15386  12.90898  8.27700  0.0018
C  15.41626  13.20830  8.78505  -0.0004
C  15.57980  13.32716  10.17898  0.0005
C  14.50973  13.15673  11.04682  0.0006
C  10.27842  13.04750  10.72806  0.0014
C  10.32809  14.22588  9.96644  0.0000
C  9.21355  14.59866  9.21651  0.0004
C  8.04309  13.81782  9.20406  -0.0002
C  7.98317  12.69870  10.05062  0.0004
C  9.08306  12.31444  10.82263  -0.0019
P  11.68914  8.16298  10.16670  0.1142
C  11.50370  7.97839  8.36673  0.0362
C  12.37711  7.21043  7.54349  -0.0056
C  12.04517  6.97914  6.21945  0.0035
C  10.86010  7.48042  5.66378  0.0059
C  9.99802  8.21706  6.48341  0.0018
C  10.29785  8.43913  7.83583  0.0053
C  13.43425  7.91737  10.78452  -0.0209
C  14.56593  6.33338  11.94337  -0.0026
C  15.99123  6.25515  12.30356  -0.0005
C  16.93183  6.94819  11.62578  -0.0003
C  16.49227  7.93689  10.61213  -0.0004
C  14.52236  8.68960  10.08341  -0.0095
H  12.06378  10.49702  9.51981  -0.0015
H  10.34402  10.19294  9.93419  -0.0002
H  12.47888  10.22691  12.14662  0.0020
H  10.73254  10.35165  12.33618  0.0012
H  12.04702  12.60318  8.70747  -0.0029
H  13.99822  12.85970  7.20038  -0.0001
H  16.28091  13.30872  8.13379  -0.0001
H  16.54742  13.54183  10.58963  0.0000
H  14.62369  13.25544  12.12934  0.0000
H  11.26053  14.80446  9.95002  0.0001
H  9.27731  15.53719  8.71522  0.0000
H  7.19366  14.08010  8.57747  0.0000
H  7.07634  12.09934  10.10018  0.0000
H  9.00047  11.44726  11.47368  0.0001
H  13.30253  6.82863  7.96389  -0.0118
H  12.73892  6.38768  5.61245  0.0003
H  10.63754  7.30839  4.61394  0.0005
H  9.05754  8.60940  6.11373  0.0001
H  9.57182  8.95473  8.46549  0.0003
H  14.06915  5.41758  12.31798  -0.0015
H  16.26917  5.60126  13.12880  0.0002
H  17.98842  6.76491  11.77974  0.0001
H  17.31190  8.21861  9.93546  -0.0004
H  14.27827  9.27020  9.20255  0.0061

Entry 2:
Formula: C39H35BN6OPRuSe2Si
Source: the Open Molecules 2025 dataset
Level of theory: ωB97M-V with the def2-TZVPD basis set

M = 932.612 g mol⁻¹
ΔE to the lowest compared entry with this formula, charge and spin = 0.722 eV
2S+1 = 2
E = -203123.8797 eV
HOMO-LUMO gap (alpha / beta) = 8.42 / 7.33 eV

Last column: Mulliken spin population.
Cartesian coordinates (Å):
Ru  -0.30892  0.07624  -0.32086  0.9323
C  -1.75298  -1.32149  3.43767  0.0005
C  -0.76972  -1.24194  2.44653  -0.0165
N  -1.15238  -0.37515  1.51733  -0.0286
N  -2.35198  0.11223  1.86893  0.0184
C  -2.73622  -0.44058  3.02939  -0.0007
B  -2.95480  1.22727  0.99080  -0.0291
N  -3.23427  0.66429  -0.41842  0.0140
C  -4.38066  0.57702  -1.10264  0.0146
C  -4.09520  0.14177  -2.38343  0.0018
C  -2.70939  -0.00483  -2.40234  0.0124
N  -2.20185  0.31055  -1.21421  -0.0219
N  -1.87513  2.32840  0.85346  0.0035
C  -1.87981  3.57837  1.34270  0.0054
C  -0.64675  4.15002  1.10548  -0.0015
C  0.07745  3.15347  0.44807  0.0143
N  -0.67178  2.06872  0.30276  -0.0006
H  -1.74118  -1.92405  4.32817  0.0000
H  0.18310  -1.73808  2.35342  0.0037
H  -3.66913  -0.15784  3.48709  -0.0001
H  -3.95241  1.67250  1.48136  0.0000
H  -5.31412  0.84587  -0.63756  0.0011
H  -4.78575  -0.03247  -3.18902  0.0006
H  -2.05890  -0.30545  -3.20609  0.0007
H  -2.76195  3.96788  1.82198  -0.0001
H  -0.31380  5.13775  1.36904  0.0007
H  1.09618  3.16605  0.09860  0.0048
Se  -0.38950  -2.37686  -0.88900  0.0166
P  0.69378  -1.84002  -2.69840  0.0099
Se  0.83226  0.31161  -2.65518  -0.0177
C  2.32748  -2.62085  -2.77407  0.0010
C  2.42459  -3.99968  -2.59885  -0.0002
C  3.66254  -4.61584  -2.65304  0.0001
C  4.80578  -3.85828  -2.88330  0.0006
C  4.70966  -2.48623  -3.05485  -0.0004
C  3.46974  -1.86237  -2.99686  -0.0004
C  -0.15184  -2.45933  -4.18135  0.0036
C  0.12636  -1.87072  -5.41245  -0.0003
C  -0.48315  -2.35016  -6.56049  0.0000
C  -1.37078  -3.41583  -6.48284  0.0001
C  -1.65291  -3.99886  -5.25637  0.0002
C  -1.04700  -3.51994  -4.10302  -0.0017
H  1.53519  -4.58823  -2.40331  -0.0003
H  3.73905  -5.68558  -2.50837  0.0000
H  5.77371  -4.34149  -2.92126  0.0000
H  5.59994  -1.89333  -3.21972  -0.0001
H  3.39063  -0.78594  -3.09591  0.0004
H  0.80648  -1.02854  -5.46657  0.0009
H  -0.26965  -1.88857  -7.51568  0.0000
H  -1.84911  -3.78649  -7.38019  0.0000
H  -2.35271  -4.82193  -5.19377  0.0000
H  -1.28823  -3.95341  -3.14009  -0.0006
O  1.37784  0.04944  0.64030  0.0544
Si  2.93370  0.29193  0.95549  -0.0129
C  3.74557  -1.37790  1.23696  0.0123
C  4.09426  -2.19690  0.15944  0.0021
C  4.59585  -3.47454  0.35686  -0.0017
C  4.76175  -3.96064  1.64749  0.0016
C  4.42257  -3.16540  2.73248  -0.0011
C  3.91792  -1.88724  2.52557  -0.0011
C  3.02391  1.28931  2.54750  0.0005
C  4.22692  1.80580  3.03517  0.0011
C  4.27198  2.53188  4.21615  0.0002
C  3.10455  2.76055  4.93394  0.0001
C  1.89883  2.25935  4.46604  -0.0002
C  1.86260  1.52943  3.28412  0.0026
C  3.95213  1.20796  -0.33777  0.0061
C  3.45218  2.27632  -1.08416  -0.0013
C  4.25326  2.99057  -1.96243  -0.0002
C  5.59129  2.65157  -2.11146  -0.0001
C  6.11766  1.60185  -1.37344  0.0000
C  5.30520  0.89316  -0.49698  -0.0004
H  3.96831  -1.83006  -0.85386  0.0010
H  4.85495  -4.09176  -0.49514  -0.0004
H  5.15583  -4.95690  1.80607  0.0001
H  4.55215  -3.53959  3.74062  0.0000
H  3.65908  -1.27398  3.38231  0.0006
H  5.14637  1.64513  2.48074  -0.0001
H  5.21523  2.92370  4.57639  0.0000
H  3.13675  3.32959  5.85486  0.0000
H  0.98507  2.43671  5.02045  0.0000
H  0.91860  1.13795  2.92028  0.0016
H  2.40993  2.55554  -0.98944  -0.0064
H  3.83271  3.80964  -2.53295  0.0001
H  6.22058  3.20581  -2.79663  0.0000
H  7.16137  1.33247  -1.48008  0.0001
H  5.73292  0.06846  0.06290  0.0001